# 1
Below is a single C2H8NO2P molecule in a non-equilibrium geometry, with properties calculated with ωB97M-V with the def2-TZVPD basis set.

gap between HOMO and LUMO (alpha / beta) = 5.74 / 6.85 eV
<S²> = 2.004
multiplicity = 3
LUMO level (alpha / beta) = 0.90 / -2.90 eV
total charge = 0

CARTESIAN COORDINATES (ANGSTROEM)
C 2.11 -0.97 -0.27
C -2.40 0.66 -0.30
N 2.55 0.25 -0.97
O 1.09 -0.60 0.64
O -1.45 0.20 0.71
P -0.56 -1.17 0.51
H 3.03 -1.41 0.21
H 1.83 0.65 -1.53
H 1.92 -1.73 -1.11
H -1.92 0.46 -1.22
H -2.48 1.78 -0.37
H -3.42 0.24 -0.15
H 2.64 0.88 -0.24
H -0.70 -1.45 1.97

# 2
Below is C4H5GdO2 as an isolated structure in a non-equilibrium geometry, with properties calculated with ωB97M-V with the def2-TZVPD basis set.

gap between HOMO and LUMO (alpha / beta) = 7.08 / 6.16 eV
<S²> = 16.624
multiplicity = 8
LUMO level (alpha / beta) = -10.02 / -11.94 eV
total charge = +2

CARTESIAN COORDINATES (ANGSTROEM)
H 1.07 3.45 -2.59
O -1.09 1.61 -0.29
C -1.64 -0.58 0.22
C -2.04 -1.60 0.95
C -1.78 0.80 0.41
C -0.40 -1.20 -0.61
O 0.43 -0.29 -1.03
Gd 0.91 1.67 -1.86
H -1.26 2.55 -0.09
H -0.07 -2.01 0.18
H -2.41 1.19 1.21
H -0.96 -1.79 -1.36

# 3
Below is an isolated ion of composition C5H6N and charge +1 in a non-equilibrium geometry, with properties calculated with ωB97M-V with the def2-TZVPD basis set.

gap between HOMO and LUMO = 10.71 eV
LUMO level = -5.43 eV
total charge = +1

CARTESIAN COORDINATES (ANGSTROEM)
C -0.97 0.09 1.08
C -1.43 0.90 0.00
C -2.12 -0.35 -0.17
C -0.03 -0.26 -0.21
C 1.36 -0.45 0.33
N -1.09 -1.21 -0.02
H -1.59 1.96 -0.14
H -3.17 -0.60 -0.12
H -0.01 0.20 -1.21
H 1.75 0.49 0.72
H 2.02 -0.77 -0.47
H 1.35 -1.18 1.13

# 4
Below is C4H7NO as an isolated structure in a non-equilibrium geometry, with properties calculated with ωB97M-V with the def2-TZVPD basis set.

gap between HOMO and LUMO = 10.80 eV
LUMO level = 0.60 eV
total charge = 0

CARTESIAN COORDINATES (ANGSTROEM)
C -1.19 -1.04 -0.28
C 0.24 0.18 0.35
C 1.63 0.08 -0.28
O 0.46 0.38 1.71
C -0.63 1.22 -0.24
N -1.56 1.66 -0.76
H -1.53 -2.11 -0.35
H -1.95 -0.54 0.31
H -1.12 -0.70 -1.31
H 2.29 0.93 -0.02
H 1.58 0.04 -1.37
H 2.12 -0.81 0.10
H -0.33 0.72 2.15

# 5
Below is a single C22H31N3O3S molecule in a non-equilibrium geometry, with properties calculated with ωB97M-V with the def2-TZVPD basis set.

gap between HOMO and LUMO = 8.64 eV
LUMO level = 0.31 eV
structure (SMILES) = CC(=O)Nc1ccc(S(=O)(=O)N2CCN([C@]34C[C@H]5C[C@H](C[C@H](C5)C3)C4)CC2)cc1
total charge = 0

CARTESIAN COORDINATES (ANGSTROEM)
C 3.52 2.12 -4.61
C 2.80 0.97 -3.95
O 1.99 0.27 -4.51
N 3.16 0.81 -2.63
C 2.73 -0.13 -1.71
C 3.18 0.00 -0.39
C 2.77 -0.90 0.58
C 1.92 -1.93 0.23
S 1.33 -3.05 1.51
O 2.26 -3.00 2.60
O 1.03 -4.31 0.89
N -0.11 -2.45 2.09
C -1.28 -2.54 1.26
C -1.53 -1.26 0.45
N -1.60 -0.12 1.35
C -2.11 1.15 0.80
C -1.10 1.92 -0.06
C -1.71 3.23 -0.55
C -2.95 2.95 -1.40
C -3.97 2.21 -0.55
C -4.38 3.07 0.64
C -3.14 3.35 1.49
C -2.10 4.10 0.65
C -2.55 2.03 1.98
C -3.36 0.89 -0.06
C -0.32 0.00 2.04
C -0.08 -1.25 2.89
C 1.50 -2.09 -1.07
C 1.89 -1.19 -2.05
H 4.60 1.95 -4.58
H 3.20 2.19 -5.64
H 3.30 3.05 -4.10
H 3.83 1.48 -2.27
H 3.85 0.81 -0.13
H 3.11 -0.82 1.60
H -1.14 -3.39 0.60
H -2.14 -2.72 1.91
H -2.48 -1.39 -0.06
H -0.74 -1.13 -0.31
H -0.79 1.31 -0.91
H -0.20 2.14 0.53
H -0.97 3.77 -1.15
H -3.37 3.89 -1.76
H -2.67 2.35 -2.27
H -4.86 1.98 -1.15
H -4.82 4.01 0.29
H -5.13 2.55 1.24
H -3.42 3.96 2.35
H -1.22 4.31 1.26
H -2.51 5.05 0.30
H -3.28 1.48 2.58
H -1.70 2.26 2.62
H -3.09 0.31 -0.95
H -4.09 0.33 0.52
H -0.32 0.86 2.70
H 0.52 0.10 1.32
H 0.89 -1.22 3.38
H -0.87 -1.33 3.64
H 0.86 -2.93 -1.32
H 1.56 -1.30 -3.06

# 6
Below is C28H31N5NbO7Si as an isolated structure in a non-equilibrium geometry, with properties calculated with ωB97M-V with the def2-TZVPD basis set.

gap between HOMO and LUMO (alpha / beta) = 5.34 / 5.32 eV
LUMO level (alpha / beta) = 2.04 / 2.03 eV
total charge = -1

CARTESIAN COORDINATES (ANGSTROEM)
Nb -0.37 -0.61 -0.28
O -0.24 -2.99 2.16
C 0.33 -2.76 1.12
O -0.34 -2.29 0.00
C 1.79 -2.99 0.97
C 2.29 -3.31 -0.43
C 3.74 -3.81 -0.42
C 4.55 -2.52 -0.18
C 3.38 -1.51 -0.06
O 2.44 -2.00 -1.00
C 2.58 -1.68 1.26
C 1.81 -0.41 1.61
O 2.36 0.37 2.34
O 0.57 -0.09 1.13
H 2.05 -3.77 1.68
H 1.61 -3.88 -1.03
H 3.90 -4.58 0.34
H 4.01 -4.24 -1.38
H 5.20 -2.53 0.69
H 5.17 -2.29 -1.05
H 3.63 -0.48 -0.28
H 3.26 -1.76 2.10
C -4.00 -0.28 -2.98
C -2.86 0.22 -2.11
O -2.08 -0.62 -1.72
C -2.77 1.71 -1.84
C -1.92 2.46 -1.14
C -1.90 3.95 -1.10
N -0.73 1.78 -0.74
N 0.22 2.38 -0.29
C 1.48 1.83 -0.40
O 1.72 0.87 -1.11
C 2.62 2.61 0.10
C 3.88 2.37 -0.50
C 4.99 3.13 -0.12
C 4.82 4.12 0.84
C 3.59 4.39 1.41
C 2.49 3.64 1.02
H -4.25 -1.27 -2.60
H -4.90 0.34 -3.00
H -3.62 -0.45 -3.98
H -3.63 2.21 -2.26
H -2.80 4.33 -1.58
H -1.82 4.37 -0.09
H -1.03 4.31 -1.64
H 3.95 1.60 -1.25
H 5.98 2.95 -0.52
H 5.69 4.66 1.19
H 3.51 5.15 2.18
H 1.52 3.81 1.47
C -3.99 -0.27 3.31
Si -3.17 0.52 1.79
C -2.24 2.03 2.45
C -4.61 1.07 0.73
C -1.87 -0.63 0.85
H -4.65 0.47 3.78
H -3.24 -0.61 4.03
H -4.57 -1.16 3.01
H -2.89 2.91 2.53
H -1.43 2.27 1.75
H -1.79 1.85 3.43
H -5.52 1.19 1.34
H -4.79 0.33 -0.04
H -4.43 2.04 0.24
H -2.53 -1.44 0.54
H -1.53 -1.11 1.78
N 0.19 -1.58 -2.91
C -0.43 -2.55 -2.75
C -1.20 -3.73 -2.61
C -2.59 -3.66 -2.86
N -3.73 -3.57 -3.03
C -0.65 -4.94 -2.13
N -0.18 -5.93 -1.76

# 7
Below is a 2-piece molecular cluster, C6H11Br2 overall in a non-equilibrium geometry, with properties calculated with ωB97M-V with the def2-TZVPD basis set.

gap between HOMO and LUMO (alpha / beta) = 10.59 / 6.16 eV
<S²> = 0.753
multiplicity = 2
LUMO level (alpha / beta) = 0.74 / -3.68 eV
total charge = 0

CARTESIAN COORDINATES (ANGSTROEM)
Br -0.28 -0.21 2.69
Br 3.06 0.08 -1.02
C -1.49 0.12 -0.48
C -0.43 1.18 -0.77
C 0.54 1.32 0.39
C 0.95 -0.04 0.99
C 0.56 -1.27 0.16
C -0.90 -1.28 -0.27
H -2.06 0.40 0.41
H -2.21 0.08 -1.31
H 0.14 0.91 -1.66
H -0.92 2.14 -0.96
H 1.45 1.82 0.04
H 0.09 1.94 1.19
H 1.98 -0.06 1.37
H 1.19 -1.26 -0.75
H 0.82 -2.18 0.71
H -1.49 -1.83 0.47
H -0.99 -1.85 -1.21

# 8
Below is a 9-piece molecular cluster, C12H45N3O9 overall in a non-equilibrium geometry, with properties calculated with ωB97M-V with the def2-TZVPD basis set.

gap between HOMO and LUMO = 9.46 eV
LUMO level = 0.14 eV
structure (SMILES) = COC[C@H](C)N.COC[C@H](C)N.COC[C@H](C)N.O.O.O.O.O.O
total charge = 0

CARTESIAN COORDINATES (ANGSTROEM)
C 7.09 -0.91 -0.86
O 7.43 0.45 -1.15
C 7.56 1.28 0.01
C 7.87 2.73 -0.33
C 9.20 2.83 -1.10
N 7.95 3.65 0.78
H 7.01 -1.55 -1.74
H 6.16 -1.07 -0.31
H 7.84 -1.46 -0.28
H 6.73 1.26 0.71
H 8.40 0.90 0.59
H 6.94 3.05 -0.81
H 9.88 2.35 -0.40
H 9.66 3.82 -1.16
H 9.08 2.33 -2.06
H 8.73 3.34 1.34
H 8.22 4.56 0.43
C -6.43 5.56 2.13
O -6.23 4.17 2.42
C -4.97 3.68 1.88
C -5.15 2.12 1.85
C -6.36 1.60 1.06
N -5.20 1.51 3.20
H -5.56 6.10 2.52
H -7.33 5.99 2.58
H -6.71 5.66 1.08
H -4.98 4.09 0.87
H -4.10 4.03 2.44
H -4.21 1.73 1.47
H -6.62 0.63 1.49
H -6.27 1.46 -0.02
H -7.28 2.18 1.14
H -4.45 1.84 3.79
H -6.01 1.88 3.67
C -3.19 -0.08 -5.20
O -3.06 -1.37 -5.70
C -1.78 -2.12 -5.57
C -1.68 -2.64 -4.15
C -0.36 -3.25 -3.97
N -2.68 -3.68 -3.93
H -2.49 0.15 -4.39
H -4.20 0.08 -4.82
H -3.10 0.63 -6.02
H -1.92 -2.90 -6.32
H -0.90 -1.54 -5.85
H -1.67 -1.82 -3.43
H 0.46 -2.53 -3.96
H -0.03 -4.00 -4.68
H -0.25 -3.69 -2.98
H -2.60 -4.37 -4.66
H -3.64 -3.38 -4.05
O 0.96 2.89 3.43
H 1.30 3.13 2.57
H 0.83 1.94 3.37
O -6.25 -3.75 3.93
H -7.15 -3.43 3.87
H -5.70 -2.97 3.79
O 0.40 -1.61 2.06
H -0.47 -2.01 2.02
H 0.91 -2.07 1.40
O -2.76 -4.90 1.58
H -3.62 -4.84 2.00
H -2.96 -5.11 0.66
O 4.02 -2.18 4.93
H 3.11 -1.93 4.78
H 4.36 -1.52 5.53
O 2.91 -5.81 1.87
H 2.00 -5.92 2.14
H 3.28 -5.21 2.52